# C4H18LiN2O5

C4H18LiN2O5 as an isolated structure (the ωB97M-V functional and the def2-TZVPD basis, the Open Molecules 2025 dataset).

CARTESIAN COORDINATES (ANGSTROEM)
Li -0.1200 0.0393 -1.3249
O -2.9794 1.0047 -0.2441
H -3.5037 0.2302 -0.0405
H -3.4758 1.4583 -0.9253
O -1.7702 -0.9855 -3.8515
H -1.4343 -1.8424 -4.1143
H -2.6288 -0.9255 -4.2704
O 3.2398 -1.6572 -1.6133
H 3.6032 -1.9251 -2.4574
H 3.8663 -1.9840 -0.9677
C 1.1696 4.6112 -0.6999
O 1.0409 3.4461 -0.3308
N 1.3375 5.5964 0.1597
N 1.0391 4.9558 -1.9651
H 1.3741 6.5741 -0.0910
H 0.9757 5.3541 1.0710
H 1.5340 5.8042 -2.2006
H 0.8105 4.2580 -2.6586
C 0.3589 -1.6773 2.4347
C -0.0823 -3.0354 1.8785
C -1.0961 -3.7261 2.7343
O -0.6774 -2.7336 0.6369
H -0.4280 -0.9255 2.3740
H 1.2640 -1.3765 1.9070
H 0.6460 -1.7175 3.4854
H 0.8559 -3.5886 1.9216
H -2.0207 -3.1513 2.7877
H -0.6701 -3.7698 3.7367
H -1.3473 -4.7302 2.3927
H -0.8815 -3.5813 0.2352

Cartesian forces, eV/Å:
-0.268 0.017 0.242
0.657 -0.128 -0.152
-0.187 -0.247 0.175
-0.180 0.244 -0.152
0.373 0.203 0.461
0.101 -0.263 -0.140
-0.271 0.118 -0.089
-0.427 0.184 0.001
0.114 -0.057 -0.247
0.154 -0.052 0.235
-0.882 -2.469 0.371
-0.275 -0.645 0.192
0.396 1.569 2.097
0.324 1.205 -2.302
-0.239 -0.313 -0.011
0.488 0.309 0.083
-0.417 -0.168 -0.761
0.515 0.260 0.197
0.025 -0.105 0.327
-0.008 1.520 1.587
-0.104 0.017 0.806
0.627 -0.271 -1.239
-0.020 0.032 -0.244
-0.142 0.335 -0.183
-0.034 -0.278 0.040
-0.027 -0.621 -1.064
0.007 0.090 -0.025
-0.230 -0.358 0.148
0.137 -0.065 -0.021
-0.208 -0.061 -0.329

Its HOMO energy is -12.41 eV. The net charge is +1. For the frontier orbital gap, the calculation gives 0.32368 hartree.

Here are the Löwdin charges for atoms 1 to 2, given in e: atom 1 (Li): 0.876, atom 2 (O): -0.052



# C24H43IrN2P3Se

C24H43IrN2P3Se as an isolated structure (the ωB97M-V functional and the def2-TZVPD basis, the Open Molecules 2025 dataset).

CARTESIAN COORDINATES (ANGSTROEM)
Ir -0.0836 0.0239 -0.0585
P -1.4128 -1.7910 0.5955
P 1.5194 -0.1979 1.6142
P 1.2288 -1.0968 -1.5795
H -2.8935 4.5789 -6.7262
C -2.9111 3.6226 -7.2596
C -3.9018 2.7258 -7.1375
H -4.8290 2.9671 -6.6226
C -2.8001 -1.4027 1.7456
C -0.5902 -3.1784 1.4905
C -2.2511 -2.5934 -0.8246
C 2.8573 1.0553 1.6766
C 0.7205 -0.0443 3.2564
C 2.4862 -1.7443 1.8275
C 0.6777 -1.0191 -3.3403
C 1.5277 -2.9125 -1.3796
C 2.9857 -0.5582 -1.7746
H -2.0817 3.4524 -7.9659
H -3.8461 1.7917 -7.6913
H -3.6219 -0.9030 1.2120
H -2.4271 -0.7425 2.5419
H -3.1852 -2.3285 2.2037
H -0.1606 -2.8304 2.4398
H 0.1943 -3.6508 0.8850
H -1.3503 -3.9362 1.7269
H -2.8888 -1.8601 -1.3376
H -2.8948 -3.4002 -0.4437
H -1.5439 -3.0215 -1.5490
H 3.3777 0.9014 2.6336
H 2.4768 2.0810 1.6390
H 3.5632 0.9144 0.8476
H 1.4903 -0.2424 4.0152
H -0.1124 -0.7421 3.4016
H 0.3447 0.9723 3.4050
H 3.0621 -1.6055 2.7525
H 3.1967 -1.9083 1.0111
H 1.8714 -2.6416 1.9457
H 1.3476 -1.6386 -3.9583
H 0.6996 0.0124 -3.7191
H -0.3477 -1.4079 -3.4186
H 2.1551 -3.2419 -2.2215
H 0.6025 -3.4977 -1.4080
H 2.0741 -3.1459 -0.4557
H 3.4618 -1.2219 -2.5156
H 3.5554 -0.6217 -0.8376
H 3.0291 0.4725 -2.1528
C 0.2299 2.5776 -2.8633
C -1.1103 2.2642 -3.1795
C -1.5960 2.5758 -4.4492
C -0.7645 3.2277 -5.3621
C 0.5528 3.5720 -5.0479
C 1.0478 3.2514 -3.7931
Se 1.1053 2.1684 -1.2279
H -0.3720 0.6097 -1.6006
H -1.7674 1.7691 -2.4610
H -2.6305 2.3272 -4.7220
H -1.1188 3.5051 -6.3415
H 1.1705 4.0961 -5.7771
H 2.0681 3.5068 -3.5208
N -3.4796 2.4310 1.0360
C -2.8124 1.4624 0.3621
N -1.5248 1.4631 0.7084
C -1.3191 2.5462 1.5872
C -0.1954 3.0452 2.2410
C -0.3488 4.1040 3.1365
C -1.6154 4.6867 3.3516
C -2.7530 4.2150 2.6800
C -2.5684 3.1278 1.8214
H -4.4794 2.6087 1.0040
H -3.3090 0.7527 -0.2812
H 0.7747 2.5852 2.0447
H 0.5171 4.4853 3.6781
H -1.7165 5.5376 4.0327
H -3.7556 4.6499 2.7782

Cartesian forces, eV/Å:
-1.068 -0.433 -1.616
-0.572 -1.480 0.870
0.961 -0.124 0.349
1.560 -1.505 -0.812
-0.160 -0.306 -0.126
2.931 2.785 -0.705
-2.688 -2.136 -0.290
0.058 -0.053 0.029
0.073 -0.136 -0.034
-0.321 -0.064 -0.112
-0.153 -0.097 0.088
-0.074 -0.249 0.208
0.016 0.095 0.025
0.035 0.109 0.011
-0.169 -0.061 0.278
-0.089 0.116 -0.031
-0.187 0.074 -0.022
-0.641 0.146 0.030
-0.035 -0.169 0.303
0.196 -0.243 0.251
-0.191 -0.182 -0.157
0.058 0.354 -0.197
-0.189 -0.079 -0.287
-0.271 0.192 0.173
0.193 0.130 -0.072
0.178 -0.186 0.072
0.157 0.162 -0.136
-0.192 0.193 0.271
0.043 0.173 -0.311
0.234 -0.210 -0.048
-0.173 0.041 0.250
-0.218 0.044 -0.098
0.248 0.097 -0.108
0.040 -0.235 0.087
-0.049 -0.066 -0.197
-0.126 0.124 0.137
0.110 0.346 -0.057
-0.222 0.190 0.272
-0.001 -0.277 0.171
0.263 0.102 -0.045
-0.204 0.146 0.207
0.167 0.144 0.025
-0.238 0.161 -0.263
-0.174 0.269 0.257
-0.209 0.010 -0.267
0.125 -0.269 0.087
0.118 0.369 0.039
0.126 -0.086 -0.214
0.078 0.115 0.167
0.450 -0.116 0.668
-0.245 -0.023 -0.112
-0.139 -0.102 -0.031
0.557 1.986 -0.580
0.045 -0.805 0.889
0.257 0.168 -0.196
0.445 0.064 0.265
0.110 -0.087 -0.089
-0.111 -0.158 0.234
-0.147 0.024 -0.079
0.509 0.070 -0.027
-0.016 1.001 1.413
0.548 1.014 0.525
-2.312 -1.110 -0.924
0.887 -0.514 -0.224
-1.041 1.082 0.741
1.797 0.288 0.495
-1.065 -0.440 -0.682
-0.114 -0.387 -0.591
0.073 -0.082 -0.094
0.141 0.056 -0.067
-0.329 0.409 0.135
-0.245 -0.045 -0.175
0.084 -0.354 -0.205
0.510 0.020 0.260

Its HOMO energy (spin up / spin down) is -15.79 / -19.07 eV. The net charge is +4. For the frontier orbital gap (spin up / spin down), the calculation gives 0.17483 / 0.14021 hartree. The value obtained for the energy above the lowest of the compared OMol25 structures with the same formula, charge and spin is 0.000 eV. Its spin multiplicity is 6.

Here are the Löwdin charges for atoms 1 to 2, given in e: atom 1 (Ir): 0.498, atom 2 (P): 0.650



# C6H10O

One molecule with the formula C6H10O (the ωB97M-V functional and the def2-TZVPD basis, the Open Molecules 2025 dataset).

CARTESIAN COORDINATES (ANGSTROEM)
C -2.0376 -0.8514 0.1905
C -0.7467 -0.0939 0.0158
C -0.4978 1.1519 0.4247
C 0.9073 1.6122 0.1294
C 1.6224 0.3250 -0.3515
C 0.4962 -0.7254 -0.6079
O 0.7308 -2.0311 -0.1001
H -1.9145 -1.7977 0.7330
H -2.4754 -1.1117 -0.7776
H -2.7857 -0.2738 0.7440
H -1.2346 1.8005 0.8989
H 1.3999 2.0746 0.9950
H 0.8773 2.3803 -0.6566
H 2.1975 0.5153 -1.2646
H 2.3443 -0.0552 0.3885
H 0.4233 -0.8950 -1.6943
H 0.7339 -1.9576 0.8648

Cartesian forces, eV/Å:
-0.084 -0.029 -0.062
0.040 0.096 0.175
-0.013 -0.205 0.014
-0.015 0.010 -0.019
-0.016 -0.062 -0.104
0.000 0.265 -0.220
0.229 0.103 0.385
0.214 0.189 -0.155
0.060 -0.002 0.000
0.223 0.075 -0.124
0.143 -0.163 -0.074
-0.150 -0.100 -0.130
0.127 -0.144 0.109
-0.093 -0.113 0.165
-0.370 0.074 -0.100
-0.356 0.122 0.297
0.060 -0.115 -0.157

The SMILES is CC1=CCC[C@H]1O. Its HOMO energy is -9.15 eV. For the frontier orbital gap, the calculation gives 0.37358 hartree. The value obtained for the energy above the lowest of the compared OMol25 structures with the same formula, charge and spin is 0.087 eV.

Here are the Löwdin charges for atoms 1 to 2, given in e: atom 1 (C): -0.048, atom 2 (C): -0.245



Going through the records in order, we get strongest force on any atom values of 2.65, 4.10, 0.48 eV/A.